# 1
Below is a cluster of 2 separate species, C3H5N4 in total in a non-equilibrium geometry, with properties calculated with wB97M-V/def2-TZVPD.

Geometry as XYZ:
```
12
C3H5N4, DFT wB97M-V/def2-TZVPD
N -0.13524 -0.82665 0.36861
C -0.26637 1.36925 0.28440
C -2.37534 -1.22492 -0.28962
H -3.11181 -0.96806 -0.93771
N -1.45709 -0.34021 0.12312
H 3.36179 1.21522 -0.30171
H 3.66108 -0.49950 0.49463
N -1.47286 0.96340 0.01823
H 0.10217 2.36875 0.17122
N 0.50830 0.20667 0.47380
C 3.20604 0.04361 -0.26177
H -2.02067 -2.30757 -0.14319
```

Values from the calculation:
F_max = 6.10 eV Å⁻¹
Kohn-Sham gap (alpha / beta) = 4.35 / 4.19 eV
E_LUMO (alpha / beta) = -7.967 / -8.011 eV
Net charge = +1
M = 97.10 u
E_HOMO (alpha / beta) = -12.3209 / -12.1967 eV
Energy above the lowest of the compared OMol25 structures with the same formula, charge and spin = 212.8 kcal/mol
Electronic energy = -9135.7774 eV

---

# 2
Below is a structure of composition C14H30ClLi2N2O10 in a non-equilibrium geometry, with properties calculated with wB97M-V/def2-TZVPD.

Geometry as XYZ:
```
59
C14H30ClLi2N2O10, DFT wB97M-V/def2-TZVPD
H -17.75503 3.88142 15.66467
O -29.78844 2.71750 17.46587
H -29.89353 3.63054 19.32105
C -21.58237 3.00421 17.90097
H -29.05098 -0.09115 19.35232
N -31.04038 0.32632 18.94644
H -16.01576 2.51071 15.44337
C -19.20929 3.20496 17.66017
O -20.00489 -1.89865 13.51521
Li -20.56684 1.08209 14.63502
C -17.98427 2.49663 17.01975
H -28.57773 3.03493 15.92935
H -28.39180 4.40514 17.07801
H -28.98097 2.15711 19.46003
H -17.10701 1.23718 14.92208
H -17.00352 2.80359 17.38308
H -31.14558 -1.48905 21.11581
C -20.87616 -2.59873 14.03652
H -19.40604 4.26828 17.52326
O -27.36082 -0.84076 14.84032
O -29.98258 0.15333 21.85569
H -15.31185 4.82336 11.88757
H -31.92381 2.14259 19.18983
H -30.96650 1.70833 20.55085
H -31.85417 -0.02459 19.43092
C -16.09809 5.12000 12.58178
H -19.17338 3.18110 18.74931
O -28.80657 -2.28974 14.39027
C -16.93648 2.31340 14.89432
H -18.08121 1.41957 17.15632
C -29.83888 2.60427 18.95790
H -29.57836 0.40783 23.89247
C -30.05771 -0.49311 19.46654
H -27.67653 2.82512 17.41718
C -30.97090 1.68817 19.46105
H -28.65815 -0.93190 23.10624
O -20.47952 2.49432 17.23574
C -28.53723 3.32953 16.97801
H -22.46389 2.66338 17.35796
H -17.56095 2.85596 12.78781
N -18.02448 2.90808 15.65412
H -16.88018 5.39261 11.87317
H -29.99512 -1.36331 18.81315
C -30.19952 -0.96498 20.98007
H -30.23780 -1.15924 23.53464
O -21.00435 -3.81280 13.60671
H -15.94834 2.52580 12.91631
H -15.74154 6.04721 13.03041
Li -24.30010 0.35467 14.73344
C -27.60321 -1.99124 14.60478
H -29.36586 -1.66245 21.06149
H -21.62259 2.64817 18.93041
O -16.41476 4.36612 13.73985
Cl -23.08123 3.14691 13.03713
O -26.76766 -2.86968 14.64217
C -29.59488 -0.37528 23.13448
H -21.48741 4.08440 18.01179
O -21.65675 -1.96407 14.77216
C -16.74096 3.00606 13.49008
```

Values from the calculation:
F_max = 8.59 eV Å⁻¹
Kohn-Sham gap = 1.02 eV
E_LUMO = 4.580 eV
Net charge = -3
M = 435.73 u
E_HOMO = 3.5587 eV
Energy above the lowest of the compared OMol25 structures with the same formula, charge and spin = 219.0 kcal/mol
Electronic energy = -51381.5467 eV

---

# 3
Below is a cluster of 2 separate species, C3H2BrFN2O in total in a non-equilibrium geometry, with properties calculated with wB97M-V/def2-TZVPD.

Geometry as XYZ:
```
10
C3H2BrFN2O, DFT wB97M-V/def2-TZVPD
C 0.92079 -0.08799 -0.34711
C 0.05872 -0.81312 0.55221
F -0.52906 -0.33680 1.61261
Br -2.70444 1.97643 -0.22557
O 1.44104 -0.54948 -1.34657
H 0.24667 1.47025 0.74721
H 1.18545 1.93662 -0.56871
N -0.97825 -2.87607 -0.45597
N 0.83289 1.24180 -0.00246
C -0.47380 -1.96164 0.03436
```

Values from the calculation:
F_max = 2.57 eV Å⁻¹
Kohn-Sham gap (alpha / beta) = 8.81 / 5.56 eV
E_LUMO (alpha / beta) = -2.110 / -4.176 eV
Net charge = 0
M = 180.96 u
E_HOMO (alpha / beta) = -10.9197 / -9.7403 eV
Energy above the lowest of the compared OMol25 structures with the same formula, charge and spin = 41.4 kcal/mol
Electronic energy = -80927.8739 eV

---

# 4
Below is a structure of composition C30H29F3N12ORbS2 in a non-equilibrium geometry, with properties calculated with wB97M-V/def2-TZVPD.

Geometry as XYZ:
```
78
C30H29F3N12ORbS2, DFT wB97M-V/def2-TZVPD
C -1.49887 2.66100 0.28279
N 0.80547 3.22828 -0.29483
H 3.26746 1.16508 5.42262
N -0.43658 2.64152 -3.13408
C -0.81579 -3.10692 1.59036
H -4.51178 -0.45443 -2.11110
H -2.13504 2.74991 1.14951
H 0.13048 2.83218 -2.29157
F 7.06997 2.59612 3.12144
S 4.73019 0.06647 -0.00925
H -2.49888 0.86423 2.97132
C -0.00974 2.98061 0.70255
C -0.16148 1.48914 -3.82756
O -3.67427 1.43445 -1.03637
C -0.03105 -5.15187 1.27214
C -2.52636 0.94789 -0.81210
C 1.34474 -3.34593 1.08611
H -3.24091 1.65820 -4.23975
H 2.81711 -1.93515 1.23261
H -4.79846 0.43559 2.09699
C -1.82430 3.00739 -3.27104
H 2.84705 3.41497 -0.78629
C -3.57006 -1.09595 -1.96707
N 1.11236 -4.66995 0.90949
H -5.17122 -1.84589 0.98109
C 4.44314 0.38982 1.63182
C -3.99935 -0.35297 2.07896
C -1.44637 -0.03662 -5.34520
S 1.37948 0.74516 -3.86230
F 7.43546 0.96427 1.72385
C -2.41608 -0.48209 -1.37037
C 2.10290 3.30791 -0.01742
C -2.18676 -3.02828 -2.51411
H 1.94160 3.46401 3.33711
H -0.50172 2.77262 2.78341
C 2.84735 0.22020 3.43616
H -2.05235 -4.07295 -2.87345
N -1.27115 -1.13221 -1.38173
Rb 1.37188 0.05581 -0.41412
N 3.26121 -0.06662 2.18229
H -2.41969 2.64727 -5.34565
F 6.19721 2.65059 1.06853
H 3.32140 -3.51474 0.91348
H -2.33031 2.81816 -2.35671
C 6.50563 1.83906 2.08407
N -1.68387 -0.98029 2.41348
H 0.42239 -7.20541 0.90609
N -1.45063 1.38481 -0.27914
N -0.20152 -6.52096 1.33177
H -1.80489 3.41832 -0.39629
H -3.38350 -3.49136 1.01145
H -1.18500 -6.71134 1.44176
N 0.37599 -2.49540 1.43992
C 2.52034 3.39136 1.32814
N 2.56803 -2.86489 0.82767
C 5.24476 1.15070 2.56121
C -1.96788 -2.15635 1.82055
H -4.16720 -2.83783 -3.14729
C -1.13489 -2.35915 -1.90489
H -0.51329 -0.41421 -5.68404
H -2.05320 0.24573 -6.15733
N -1.05016 -4.42000 1.67183
H -0.09051 -2.69967 -1.95191
C 4.82800 1.40531 3.87286
C -2.70705 -0.13183 2.54339
H 5.53657 1.87737 4.50318
C -2.30555 2.09857 -4.44475
H -2.03808 -0.89181 -4.81291
H -2.01502 4.05420 -3.50782
C -3.19386 -2.48726 1.37495
C 0.33931 2.96628 2.06258
H 3.51916 3.64281 1.50440
C -4.25271 -1.57952 1.46956
N -1.26273 1.09553 -4.47934
C 3.61653 0.96300 4.37776
C 1.61634 3.32694 2.35171
C -3.42583 -2.36941 -2.54273
H 1.89643 -0.15959 3.69756
```

Values from the calculation:
F_max = 3.05 eV Å⁻¹
Kohn-Sham gap = 6.89 eV
E_LUMO = 2.240 eV
Net charge = -1
M = 780.24 u
E_HOMO = -4.6492 eV
Energy above the lowest of the compared OMol25 structures with the same formula, charge and spin = 28.9 kcal/mol
Electronic energy = -81993.2972 eV

---

# 5
Below is a structure of composition C60H44BrCrF5N2O2PS3, with properties calculated with wB97M-V/def2-TZVPD.

Geometry as XYZ:
```
119
C60H44BrCrF5N2O2PS3, DFT wB97M-V/def2-TZVPD
S 0.85624 0.36310 2.00362
C -0.12674 -0.42075 -5.33247
C 3.60505 2.88387 6.83240
H -4.59525 3.19126 -5.62997
C -1.99412 1.07225 -5.84416
C -5.23589 -1.92722 -2.44339
H 4.68586 2.81187 2.05714
C 4.45997 0.12747 -0.00658
H -1.83477 0.75183 4.50928
H 5.81321 -1.54564 0.00699
C -3.61236 2.54417 0.65921
C -0.23291 -0.88259 2.69535
C -3.40513 3.74351 4.17690
C -2.72321 2.66170 4.77893
C 3.17858 0.92244 5.30169
C -2.46455 -1.76805 3.07125
H 3.72113 3.95837 6.68927
C -6.97353 -3.68849 -1.97405
S -0.97946 0.01703 -6.78292
H 1.79883 3.99596 5.12273
C -4.92403 -3.35244 -0.54074
C 4.15596 1.36446 0.57190
C -3.05806 1.85241 -6.27388
C -2.35587 1.57483 4.03854
F 1.21973 2.20438 -5.16118
C -2.46534 0.42729 0.51629
C 4.70140 -3.06007 -4.13180
F 0.38192 -1.82254 -2.78275
H 4.59290 2.45275 6.99521
H -4.78124 -4.50597 4.59370
C 1.37048 2.37013 3.79654
C -1.60503 1.02656 -4.50754
H -4.17042 3.35401 0.20265
C 4.78242 -4.12214 -1.97589
H 4.84495 -3.10018 -5.20467
H 7.12919 -0.70263 1.90249
H -5.81189 -1.63205 -3.31426
C 1.63391 1.04537 3.45514
H -7.79465 -2.98255 -2.11035
H -4.23222 4.52541 2.37370
C -0.50100 -2.98893 3.85032
C -3.18562 1.49290 -0.08468
F 5.78847 1.49616 -2.31060
F 5.65454 3.31520 -4.29426
C 6.29617 -0.12238 1.52808
H 3.31793 1.94468 0.20245
H -3.12464 -3.01239 0.60651
H 0.98609 -1.81719 -4.47228
C 3.40648 2.73171 -4.69144
C -4.13067 -3.74774 4.17513
C 2.55942 0.33088 4.20938
C -3.73601 -2.70502 -0.23444
H 6.59007 1.48290 2.91678
H 5.39198 -5.06462 -3.80497
H 4.08302 -2.95599 -0.32742
H -5.76380 -2.52014 3.45486
C -5.69087 -2.97192 -1.63898
P 3.41494 -0.34093 -1.37859
H 0.65812 2.93401 3.20878
C 5.99249 1.10451 2.09624
O 1.95708 -0.47145 -0.97118
C -4.68795 -2.62113 3.52613
H -3.33583 1.89200 -7.31982
C -3.32175 2.59543 2.05069
C 0.30908 -2.02053 3.34486
C 4.58122 2.58898 -3.97526
H -5.25910 -4.17030 0.08828
C -2.20633 0.40102 1.84165
N -0.50608 0.19687 -4.24316
H 3.02735 2.73506 7.74788
C 2.91955 2.24580 5.65112
C -3.75590 2.58022 -5.32394
H 1.32228 1.92958 -0.82742
H -4.31987 -0.81021 2.48389
Cr 0.69748 0.00709 -2.52335
C 5.53860 -0.60909 0.47025
H 4.98652 -4.99218 -1.36469
F 3.37096 3.59837 -5.70228
S -1.81132 -0.80910 -0.61367
C 4.03997 -1.83169 -2.16482
H 0.95058 -1.89170 -6.19347
C -3.32377 -1.65623 -1.03518
C 4.92228 1.85180 1.61635
H -2.48363 2.69791 5.83500
H -6.87246 -4.25393 -2.90307
C -2.77645 -3.87245 4.27594
H -2.01569 1.70709 -2.53011
O -0.94810 -1.74897 0.14165
N 0.87460 -1.32469 -5.36603
C -1.58903 -0.77387 2.52647
H -0.39661 1.65912 -0.70195
H 1.38572 -2.12476 3.41084
C -4.05052 -1.27052 -2.15351
Br 0.11400 3.57441 -2.18932
C -3.88063 -1.66268 2.98705
C 4.22902 -1.89257 -3.54495
H -3.69181 -0.47428 -2.79876
H -2.33724 -4.72808 4.77624
H -3.41590 1.45300 -1.14297
C 3.48929 0.94021 -2.62479
C -2.63252 1.51439 2.64638
C -1.91232 -2.88414 3.73768
C -3.38898 2.52078 -3.97825
H -3.93743 3.10249 -3.24706
C 2.26918 1.08465 -3.32211
C 2.28686 1.98403 -4.36810
H -0.07586 -3.86125 4.33364
C -2.31860 1.74861 -3.56484
H 4.00700 -1.03395 -4.16574
H 3.89536 0.34926 5.88061
C 2.01165 2.96065 4.87720
H -3.69098 4.60037 4.77448
C -3.70316 3.70475 2.84567
H 2.81234 -0.68682 3.93539
C 4.62042 1.67164 -2.94871
H -7.25305 -4.38744 -1.18610
C 4.29694 -2.96580 -1.38986
C 0.42360 1.78465 -1.41815
C 4.99779 -4.16520 -3.34791
```

Values from the calculation:
F_max = 0.85 eV Å⁻¹
<S²> = 3.817
Kohn-Sham gap (alpha / beta) = 8.15 / 8.18 eV
E_LUMO (alpha / beta) = 0.335 / 0.360 eV
Net charge = 0
M = 1179.09 u
E_HOMO (alpha / beta) = -7.8188 / -7.8209 eV
Energy above the lowest of the compared OMol25 structures with the same formula, charge and spin = 0.0 kcal/mol
Spin multiplicity = 4
Electronic energy = -223858.7101 eV

---

# 6
Below is an isolated molecule of C20H24BrN3O3S2, with properties calculated with wB97M-V/def2-TZVPD.

Geometry as XYZ:
```
53
C20H24BrN3O3S2, DFT wB97M-V/def2-TZVPD
S -3.59189 -1.78815 -1.21337
H 1.27629 0.13535 -0.25733
C 2.65768 1.56520 -1.12865
H -2.83892 -5.30371 -0.72811
C 5.96645 4.05970 5.40829
H 3.70096 4.11494 0.11240
O 3.37982 1.77782 -2.08355
H -0.03526 2.16174 -0.96296
C 4.20146 3.70253 3.79472
C 0.55848 -1.37722 -2.45984
N 2.84798 2.19815 0.05306
H 0.46460 1.87271 -2.63644
H 2.01158 4.05087 1.85275
H 2.03975 0.00007 -3.20143
H 2.38248 1.01706 1.72762
H -1.57762 -4.30702 -2.81568
N 3.76038 3.12939 2.62084
H 0.34703 -1.93501 -1.53125
H 5.55824 3.46582 1.61463
H 5.00840 1.77525 1.59730
H 6.19440 2.90165 3.64086
O -2.80491 -0.38392 -3.94850
H 2.62437 -1.08321 -1.93482
H 4.68592 2.83937 -0.62521
C 2.09493 1.97408 1.27050
C 0.23634 1.39048 -1.68563
C -2.23119 -3.74918 -2.17132
C 1.47270 0.60669 -1.22432
H 3.13709 5.59429 6.39743
H 1.77957 2.88802 3.17683
H 6.98851 3.89214 5.71600
C -2.90987 -4.28291 -1.05617
H 0.72471 -2.08852 -3.26887
O -1.24642 -2.18757 -4.62619
H 5.47155 5.24023 7.12899
C 3.35523 4.46662 4.60531
C 4.67694 2.82287 1.54258
C 4.00365 3.06508 0.19693
Br -4.73276 -3.58805 1.08240
H -1.20975 -0.01739 -0.90944
C 1.77556 -0.48017 -2.25982
N -0.57966 -0.57520 -2.83819
C -0.94026 0.43764 -1.87833
C 5.11889 4.81240 6.20333
H 1.02388 1.95156 1.05722
H -1.80941 0.96044 -2.27891
H 2.33729 4.65957 4.30506
C -3.67717 -3.33964 -0.44040
S -1.81004 -1.35314 -3.61450
C 2.36163 3.09530 2.27475
C 3.81194 5.00617 5.79227
C -2.50413 -2.43163 -2.37598
C 5.51908 3.50669 4.22537
```

Values from the calculation:
F_max = 0.96 eV Å⁻¹
SMILES string = O=C(C1CCN(S(=O)(=O)c2ccc(Br)s2)CC1)N1CCN(c2ccccc2)CC1
Kohn-Sham gap = 8.10 eV
E_LUMO = 0.209 eV
Net charge = 0
M = 498.47 u
E_HOMO = -7.8883 eV
Energy above the lowest of the compared OMol25 structures with the same formula, charge and spin = 20.5 kcal/mol
Electronic energy = -123455.1565 eV

---

Question: Among the records above, which one has the lowest energy above the lowest of the compared OMol25 structures with the same formula, charge and spin?
Answer: C60H44BrCrF5N2O2PS3